[1]
# C10H8N2O2

An isolated molecule of C10H8N2O2 at a distorted geometry (wB97M-V/def2-TZVPD, the Open Molecules 2025 dataset).

Cartesian coordinates (Å):
C 1.12921 0.51077 -0.13639
C -1.16275 0.20401 0.12483
C 1.93185 0.67818 -1.00113
C -2.30628 0.06442 -0.17478
C -0.17359 -1.45730 2.45220
C 0.19508 0.29269 2.17047
C 1.68220 -0.83961 3.53360
C 0.06205 0.21211 0.75819
C 3.05991 0.94229 -2.00695
C -3.58809 -0.13130 -0.60587
N 0.91497 -1.83236 3.05873
N 1.37554 0.46902 2.88352
O -0.79213 -0.30937 2.97577
O 2.59852 -0.84419 4.30750
H -0.88596 -2.09863 1.79120
H 2.55811 1.39188 -2.93853
H 3.62600 0.10239 -2.27965
H 3.86810 1.53963 -1.41315
H -3.79717 -1.16421 -0.49141
H -3.54209 -0.07007 -1.68841
H -4.36887 0.39481 -0.08021
H 2.14712 0.90411 2.37096

Calculated values
Kohn-Sham gap (alpha / beta) = 7.57 / 7.57 eV
HOMO (alpha / beta) = -8.45 / -8.45 eV
total energy = -645.6191 Eh
lowest unoccupied orbital energy (alpha / beta) = -0.874 / -0.874 eV

=====

[2]
# C22H37BrF5IN3O3PS

An isolated molecule of C22H37BrF5IN3O3PS at a distorted geometry (wB97M-V/def2-TZVPD, the Open Molecules 2025 dataset).

Cartesian coordinates (Å):
C -4.06043 0.36290 -1.42357
C -2.80369 0.45977 -1.05028
C -1.22538 0.85653 -0.85089
O -0.62846 -0.50511 -0.65049
N -1.51089 -1.47547 -0.96660
O -0.92760 -2.53100 -0.99538
N -0.59676 1.41692 -2.03312
C -1.47728 2.04796 -3.05191
C -2.02362 1.08097 -4.22950
C -3.48368 1.50478 -4.79084
S -3.40300 3.19431 -5.59844
P 0.82935 0.61177 -2.66361
C 1.71736 1.76372 -3.93092
C 0.51351 -1.00874 -3.57768
C -0.94994 1.60997 0.60448
C 0.60456 1.95430 0.69053
C 1.24150 3.32060 0.18816
C 2.75493 2.95386 -0.36552
I 0.35108 4.59527 -1.27542
O -1.45365 0.56155 1.46506
C -0.75369 0.04373 2.54410
N -0.32520 0.91149 3.67979
Br -2.08488 -1.22546 3.44477
C 0.51413 -0.96255 2.24691
C 0.92081 -1.85150 3.55586
C 2.49078 -2.33995 3.50241
C 2.60975 -3.79125 4.21747
C 1.98909 -5.01550 3.36182
C 1.86095 -4.75041 1.77559
C 3.32830 -4.72434 1.09945
C -1.97899 2.83116 0.89572
F -2.59339 3.40953 -0.26519
F -1.35222 3.96109 1.59583
C -3.22105 2.51575 1.89302
F -3.97138 3.78003 1.88752
F -2.86650 2.36223 3.27113
F -4.17276 1.56599 1.45129
H -5.03323 0.19725 -2.02858
H -0.81886 2.84697 -3.59494
H -2.38216 2.63265 -2.65580
H -2.14076 0.02820 -3.77248
H -1.28892 1.04725 -5.11828
H -4.29873 1.53998 -3.97760
H -3.86078 0.74352 -5.58584
H -4.42105 3.91030 -4.97792
H 2.86832 1.69955 -3.77303
H 1.35708 2.85962 -3.78666
H 1.54176 1.42100 -5.02715
H 1.34488 -1.79759 -3.36300
H 0.58306 -0.79490 -4.72519
H -0.54570 -1.45156 -3.42109
H 1.17113 1.10829 0.11053
H 1.07648 1.83549 1.75791
H 1.46196 3.99424 1.11956
H 2.73388 2.18035 -1.21340
H 3.39210 2.66143 0.54403
H 3.17347 3.93410 -0.84127
H -0.28948 1.91837 3.41749
H -0.95303 0.85164 4.49588
H 0.26676 -1.74088 1.42131
H 1.45147 -0.37715 1.87701
H 0.31538 -2.84736 3.61600
H 0.74064 -1.30679 4.54958
H 2.93236 -2.30714 2.44304
H 3.08413 -1.60173 4.18224
H 3.69318 -4.08578 4.49494
H 2.02882 -3.77413 5.23038
H 0.89879 -5.16782 3.75484
H 2.51220 -6.03847 3.54797
H 1.21297 -3.81718 1.53103
H 1.29047 -5.64891 1.29443
H 4.06520 -4.02766 1.67727
H 3.78666 -5.77856 1.13121
H 3.18787 -4.34148 0.01404

Calculated values
Kohn-Sham gap = 7.95 eV
structure (SMILES) = C#C[C@@](ON=O)(N(CCCS)P(C)C)[C@](C[C@@H](C)I)(O[C@@](N)(Br)CCCCCCC)C(F)(F)C(F)(F)F
HOMO = -8.17 eV
total energy = -5360.5679 Eh
lowest unoccupied orbital energy = -0.217 eV

=====

[3]
# C8H13FN2

An isolated molecule of C8H13FN2 at a distorted geometry (wB97M-V/def2-TZVPD, the Open Molecules 2025 dataset).

Cartesian coordinates (Å):
C -2.85575 -0.41252 0.33348
C -2.05354 0.61319 0.09353
C -0.49923 -0.10648 -0.22720
C 1.91224 -0.26803 -0.14759
C 0.59914 1.49330 1.27231
C 0.78384 1.67405 -1.28002
C -0.11765 -2.59061 -0.05933
C 0.73170 0.71215 -0.11848
N -2.21888 -1.56385 0.12381
N -0.88876 -1.39137 -0.20148
F -2.22805 1.92842 0.23958
H -3.92706 -0.46910 0.64986
H 1.99994 -0.72707 -1.10612
H 2.80885 0.23096 0.19597
H 1.67131 -1.07866 0.44937
H 0.19521 0.83799 2.15776
H 1.71150 1.69088 1.54488
H -0.10864 2.42504 1.14681
H 1.73005 2.13937 -1.46512
H 0.42072 1.14811 -2.23308
H 0.22844 2.59049 -1.15600
H 0.87164 -2.54936 -0.56147
H -0.03570 -2.91242 0.95146
H -0.73131 -3.41451 -0.60290

Calculated values
Kohn-Sham gap = 8.39 eV
structure (SMILES) = Cn1ncc(F)c1C(C)(C)C
HOMO = -7.67 eV
total energy = -521.8705 Eh
lowest unoccupied orbital energy = 0.725 eV

=====

[4]
# C5H9NO

An isolated molecule of C5H9NO (wB97M-V/def2-TZVPD, the Open Molecules 2025 dataset).

Cartesian coordinates (Å):
C 2.05827 -0.25178 0.14171
C 0.72265 0.50125 0.10297
C -0.33149 -0.25984 -0.69850
N -1.60947 0.43808 -0.64510
C -2.65884 -0.24464 -0.81621
C 0.26029 0.73144 1.52740
O 0.57280 1.68907 2.19164
H 1.95752 -1.21611 0.65562
H 2.81509 0.33609 0.66928
H 2.42151 -0.45029 -0.87259
H 0.86938 1.49048 -0.34390
H -0.00689 -0.30831 -1.74584
H -0.41572 -1.29984 -0.33755
H -0.36580 -0.08172 1.96235
H -3.62824 0.25541 -0.78896
H -2.66107 -1.32929 -1.00232

Calculated values
Kohn-Sham gap = 10.56 eV
structure (SMILES) = C=NC[C@H](C)C=O
HOMO = -9.62 eV
total energy = -325.8709 Eh
lowest unoccupied orbital energy = 0.931 eV

=====

[5]
# C6H13N

A cluster of 2 separate species, C6H13N in total at a distorted geometry (wB97M-V/def2-TZVPD, the Open Molecules 2025 dataset).

Cartesian coordinates (Å):
C -1.25407 0.11934 -0.13415
C -0.86063 1.20535 -1.13862
C -1.24495 0.68284 1.28449
C -0.39600 -1.10443 -0.30084
C 0.00033 -1.92880 0.65245
H -2.28446 -0.19145 -0.36983
H -0.14968 -1.33053 -1.33241
H 0.11522 1.61413 -0.89422
H -1.83431 1.59840 1.32352
H -0.82037 0.79563 -2.14578
H -1.59290 2.00750 -1.12857
H -0.22659 0.91795 1.58911
H -1.67143 -0.02470 1.99192
H 0.57736 -2.81104 0.43188
H -0.22491 -1.76607 1.69201
C 2.33624 -0.05269 0.07580
N 2.24100 0.70527 -0.91310
H 2.52152 0.29775 -1.80478
H 2.71202 -1.07711 0.07495
H 2.05662 0.34265 1.04619

Calculated values
Kohn-Sham gap = 10.54 eV
structure (SMILES) = C=CC(C)C.C=N
HOMO = -9.43 eV
total energy = -291.1045 Eh
lowest unoccupied orbital energy = 1.104 eV

=====

[6]
# CH2BrN2

A structure of composition CH2BrN2 at a distorted geometry (wB97M-V/def2-TZVPD, the Open Molecules 2025 dataset).

Cartesian coordinates (Å):
C -0.44335 0.32349 -0.39554
N -0.02688 -0.96204 -0.33012
N -0.22465 -0.42642 0.78013
Br 1.64777 0.64915 -0.89497
H -1.25162 0.89483 -0.74321
H 0.29873 -0.47900 1.58372

Calculated values
Kohn-Sham gap (alpha / beta) = 8.60 / 8.60 eV
HOMO (alpha / beta) = -16.39 / -16.39 eV
total energy = -2722.3436 Eh
lowest unoccupied orbital energy (alpha / beta) = -7.795 / -7.794 eV
charge = +1